{
  "formula": "C27H25N8O4SSn",
  "method": "ωB97M-V with the def2-TZVPD basis set",
  "symbols": ["Sn", "O", "C", "O", "C", "C", "C", "C", "C", "C", "C", "C", "C", "N", "H", "H", "H", "H", "H", "H", "N", "C", "C", "C", "C", "C", "C", "S", "O", "O", "N", "C", "N", "C", "C", "C", "N", "H", "H", "H", "H", "H", "H", "H", "H", "H", "C", "C", "C", "C", "C", "H", "H", "H", "H", "H", "H", "H", "H", "H", "H", "N", "C", "N", "C", "N"],
  "positions_angstrom": [[0.409, -1.492, 0.974], [-0.515, -0.691, 5.094], [-0.487, -0.852, 3.884], [0.459, -1.341, 3.183], [-1.723, -0.434, 3.083], [-2.830, 0.098, 3.775], [-3.932, 0.467, 3.067], [-3.966, 0.267, 1.669], [-5.099, 0.574, 0.879], [-5.099, 0.311, -0.461], [-3.969, -0.276, -1.072], [-2.859, -0.570, -0.331], [-2.826, -0.291, 1.048], [-1.701, -0.589, 1.779], [-2.745, 0.198, 4.846], [-4.795, 0.899, 3.561], [-5.965, 1.012, 1.362], [-5.970, 0.547, -1.059], [-3.954, -0.506, -2.131], [-2.006, -1.006, -0.824], [1.778, 4.951, -4.309], [1.368, 3.652, -3.978], [2.297, 2.615, -3.902], [1.899, 1.341, -3.535], [0.570, 1.095, -3.228], [-0.363, 2.117, -3.299], [0.033, 3.389, -3.674], [0.101, -0.509, -2.638], [0.082, -0.342, -1.172], [1.091, -1.447, -3.099], [-1.391, -0.775, -3.049], [-1.750, -0.866, -4.350], [-0.865, -0.614, -5.339], [-1.300, -0.719, -6.582], [-2.603, -1.059, -6.904], [-3.445, -1.266, -5.821], [-3.054, -1.173, -4.563], [2.626, 4.989, -4.852], [1.054, 5.521, -4.716], [3.338, 2.808, -4.134], [2.617, 0.533, -3.493], [-1.399, 1.913, -3.057], [-0.697, 4.189, -3.729], [-0.568, -0.516, -7.360], [-2.944, -1.147, -7.926], [-4.492, -1.517, -5.975], [0.815, 2.322, 0.120], [1.564, 1.749, 1.320], [2.879, 2.521, 1.501], [0.720, 1.943, 2.579], [1.872, 0.242, 1.165], [0.656, 3.394, 0.266], [-0.154, 1.838, -0.012], [1.373, 2.188, -0.809], [2.671, 3.579, 1.675], [3.512, 2.447, 0.615], [3.441, 2.139, 2.357], [0.627, 3.009, 2.798], [1.162, 1.452, 3.448], [-0.287, 1.552, 2.437], [2.400, -0.069, 2.074], [2.820, 0.045, 0.099], [3.572, -0.122, -0.768], [4.379, -0.184, -1.745], [5.489, -0.904, -1.707], [6.489, -1.485, -1.744]],
  "lowdin_charge": [1.3108, 0.0447, -0.6372, -0.2312, -0.1970, 0.0105, 0.0041, -0.1560, -0.0464, -0.0743, -0.0474, -0.0151, -0.1809, 0.0616, 0.1163, 0.1165, 0.1070, 0.1004, 0.0843, 0.0544, 0.0811, -0.3287, -0.0283, -0.0626, -0.3035, -0.0671, -0.0367, 0.5805, -0.5383, -0.3034, -0.1013, -0.4663, 0.1234, -0.1524, -0.0918, -0.1715, 0.1073, 0.0795, 0.0784, 0.1100, 0.0950, 0.1164, 0.1060, 0.1025, 0.0819, 0.0962, -0.0498, -0.5988, -0.0585, -0.0488, -0.3573, 0.0891, 0.0745, 0.0719, 0.0800, 0.0766, 0.0865, 0.0880, 0.0930, 0.0680, 0.0926, 0.1359, -0.1563, 0.0967, -0.3949, 0.0800],
  "total_energy_ha": -2395.51164,
  "spin_multiplicity": 1,
  "homo_ev": -5.37,
  "homo_lumo_gap_ev": 7.16,
  "charge": -1,
  "e_above_lowest_kcal_mol": 30.5
}


{
  "formula": "C6H8FNO3S",
  "method": "ωB97M-V with the def2-TZVPD basis set",
  "symbols": ["C", "C", "C", "C", "C", "C", "N", "O", "O", "O", "F", "S", "H", "H", "H", "H", "H", "H", "H", "H"],
  "positions_angstrom": [[0.475, 1.413, 0.941], [-0.597, 2.092, 0.358], [0.865, 0.104, 0.645], [-1.386, 1.645, -0.637], [0.036, -0.917, 0.344], [0.616, -2.173, -0.389], [-1.558, 0.379, -0.772], [-4.091, 0.696, -0.212], [-2.444, 0.374, 1.658], [-3.054, -1.503, 0.168], [-2.255, 0.026, -1.967], [-3.067, -0.081, 0.441], [1.302, 2.074, 1.253], [-0.762, 3.073, 0.583], [1.921, -0.014, 0.396], [-1.645, 2.341, -1.418], [-1.072, -0.938, 0.696], [1.619, -1.934, -0.740], [-0.079, -2.331, -1.232], [0.549, -3.151, 0.158]],
  "lowdin_charge": [-0.0114, -0.0652, -0.1172, -0.1311, -0.0802, -0.0429, -0.0794, -0.2603, -0.2725, -0.2792, -0.0423, 0.5528, 0.1271, 0.0922, 0.1188, 0.1618, 0.0874, 0.0657, 0.0814, 0.0945],
  "total_energy_ha": -1011.75629,
  "spin_multiplicity": 1,
  "homo_ev": -9.89,
  "homo_lumo_gap_ev": 8.58,
  "charge": 0,
  "e_above_lowest_kcal_mol": 33.7
}


{
  "formula": "C19H40Ca2NO10P",
  "method": "ωB97M-V with the def2-TZVPD basis set",
  "symbols": ["Ca", "Ca", "P", "O", "O", "O", "O", "O", "C", "O", "O", "H", "C", "C", "C", "O", "C", "H", "H", "H", "H", "H", "H", "H", "H", "C", "C", "C", "O", "C", "H", "H", "H", "H", "H", "H", "H", "H", "C", "C", "C", "O", "C", "H", "H", "H", "H", "H", "H", "H", "H", "C", "C", "N", "C", "C", "C", "C", "H", "H", "H", "H", "H", "H", "H", "H", "H", "H", "H", "H", "H", "H", "H"],
  "positions_angstrom": [[-16.424, -6.381, 25.318], [-13.409, -4.471, 24.139], [-15.349, -6.205, 22.862], [-15.288, -4.665, 22.868], [-14.532, -6.403, 24.149], [-14.728, -6.458, 21.456], [-16.788, -6.694, 23.242], [-15.050, -3.641, 28.206], [-15.335, -4.454, 27.141], [-16.157, -5.321, 27.268], [-14.690, -4.428, 26.097], [-15.726, -4.003, 28.783], [-13.443, -3.407, 31.464], [-12.468, -3.402, 32.613], [-12.113, -1.918, 32.624], [-12.408, -1.355, 31.360], [-13.040, -2.351, 30.536], [-14.478, -3.291, 31.788], [-13.262, -4.417, 31.098], [-11.534, -3.926, 32.412], [-13.055, -3.518, 33.525], [-11.034, -1.931, 32.778], [-12.449, -1.360, 33.498], [-12.390, -2.836, 29.807], [-13.932, -1.985, 30.027], [-18.026, -3.640, 31.162], [-17.916, -2.548, 30.035], [-18.940, -3.201, 29.083], [-19.171, -4.557, 29.539], [-18.256, -4.967, 30.549], [-18.805, -3.292, 31.841], [-17.112, -3.676, 31.754], [-16.947, -2.387, 29.563], [-18.307, -1.578, 30.342], [-18.632, -3.326, 28.045], [-19.913, -2.713, 29.130], [-17.448, -5.335, 29.917], [-18.592, -5.761, 31.216], [-20.155, -7.747, 27.367], [-20.058, -8.844, 26.330], [-18.558, -8.837, 25.812], [-18.051, -7.590, 26.338], [-18.653, -7.355, 27.582], [-20.597, -8.007, 28.329], [-20.794, -6.957, 26.973], [-20.720, -8.556, 25.513], [-20.429, -9.784, 26.738], [-18.548, -9.005, 24.735], [-17.922, -9.642, 26.180], [-18.580, -6.325, 27.932], [-18.123, -7.948, 28.328], [-11.399, -2.672, 26.477], [-10.725, -3.718, 25.538], [-11.429, -5.000, 25.340], [-10.678, -5.807, 24.400], [-11.337, -7.064, 23.926], [-11.744, -5.683, 26.639], [-10.556, -6.260, 27.409], [-12.476, -2.605, 26.325], [-11.040, -1.687, 26.180], [-11.221, -2.771, 27.548], [-10.777, -3.351, 24.513], [-9.652, -3.750, 25.726], [-9.730, -6.184, 24.783], [-10.347, -5.141, 23.603], [-10.756, -7.522, 23.125], [-12.241, -6.896, 23.341], [-11.481, -7.777, 24.738], [-12.287, -4.986, 27.278], [-12.515, -6.409, 26.381], [-9.757, -5.624, 27.790], [-10.913, -6.840, 28.261], [-9.977, -6.952, 26.798]],
  "lowdin_charge": [1.5271, 1.4950, -0.1099, -0.5515, -0.6683, -0.4145, -0.5332, 0.1127, -0.8227, -0.0815, -0.1310, 0.0792, -0.2164, -0.1529, -0.2300, -0.1022, -0.2091, 0.1099, 0.1153, 0.1195, 0.1179, 0.1058, 0.1156, 0.1081, 0.1122, -0.1729, -0.1157, -0.1679, -0.1900, -0.2012, 0.1204, 0.0969, 0.0873, 0.1074, 0.1135, 0.1171, 0.1049, 0.1299, -0.1434, -0.1410, -0.1253, -0.3149, -0.1871, 0.1115, 0.1128, 0.1077, 0.1094, 0.1267, 0.1186, 0.0966, 0.1312, -0.0555, -0.2393, -0.3178, -0.2963, -0.0696, -0.2138, -0.0648, 0.0617, 0.0785, 0.0662, 0.0996, 0.1231, 0.1129, 0.1222, 0.0920, 0.0565, 0.0892, 0.0971, 0.1128, 0.0759, 0.0784, 0.0637],
  "total_energy_ha": -3251.90685,
  "spin_multiplicity": 1,
  "homo_ev": -6.43,
  "homo_lumo_gap_ev": 6.27,
  "charge": 0
}


{
  "formula": "C33H37AsKN5O7S",
  "method": "ωB97M-V with the def2-TZVPD basis set",
  "symbols": ["K", "O", "C", "O", "C", "C", "C", "C", "C", "N", "C", "O", "O", "H", "H", "H", "O", "C", "C", "O", "O", "C", "C", "C", "C", "C", "C", "C", "C", "C", "C", "C", "C", "H", "H", "H", "H", "H", "H", "H", "H", "H", "H", "H", "S", "C", "N", "C", "C", "C", "N", "H", "H", "H", "H", "H", "H", "H", "H", "N", "C", "C", "C", "N", "C", "C", "H", "H", "H", "H", "H", "H", "C", "As", "C", "C", "H", "H", "H", "H", "H", "H", "H", "H", "H"],
  "positions_angstrom": [[-0.311, 0.947, -1.786], [-1.138, 4.699, -3.813], [-0.560, 3.969, -2.991], [-1.053, 3.353, -2.010], [0.965, 3.810, -3.200], [1.629, 4.631, -4.108], [3.001, 4.491, -4.230], [3.661, 3.533, -3.471], [2.911, 2.727, -2.626], [1.595, 2.877, -2.496], [3.557, 1.609, -1.793], [4.809, 1.522, -1.875], [2.777, 0.872, -1.158], [1.050, 5.344, -4.678], [3.558, 5.121, -4.916], [4.729, 3.378, -3.526], [-1.906, 0.095, 0.063], [-3.071, -0.641, -0.304], [-2.817, -1.217, -1.759], [-3.837, -1.624, -2.332], [-1.623, -1.244, -2.125], [-4.277, 0.281, -0.314], [-5.557, -0.184, -0.032], [-6.647, 0.672, -0.081], [-6.473, 2.008, -0.416], [-5.200, 2.478, -0.708], [-4.109, 1.623, -0.658], [-3.234, -1.818, 0.664], [-3.173, -1.580, 2.036], [-3.211, -2.619, 2.951], [-3.328, -3.930, 2.509], [-3.422, -4.178, 1.148], [-3.377, -3.133, 0.233], [-2.002, 0.437, 0.958], [-5.702, -1.229, 0.213], [-7.638, 0.291, 0.139], [-7.325, 2.677, -0.457], [-5.049, 3.513, -0.990], [-3.125, 2.004, -0.903], [-3.079, -0.565, 2.407], [-3.137, -2.408, 4.012], [-3.341, -4.748, 3.219], [-3.517, -5.197, 0.789], [-3.449, -3.330, -0.829], [5.676, -2.337, -3.473], [5.082, -2.216, -1.888], [4.534, -3.314, -1.306], [3.748, -3.317, -0.078], [3.460, -1.904, 0.393], [4.694, -1.045, 0.210], [5.154, -1.107, -1.162], [4.438, -4.083, -1.945], [4.301, -3.854, 0.706], [2.817, -3.859, -0.252], [3.179, -1.944, 1.449], [2.632, -1.422, -0.131], [5.499, -1.369, 0.884], [4.444, -0.006, 0.406], [5.242, -0.203, -1.636], [0.944, -5.430, 2.296], [0.739, -4.056, 2.175], [0.233, -3.499, 1.006], [0.021, -2.133, 0.939], [0.255, -1.296, 1.953], [0.735, -1.840, 3.066], [0.998, -3.189, 3.235], [1.043, -5.910, 1.415], [1.665, -5.688, 2.950], [0.002, -4.121, 0.148], [-0.357, -1.714, 0.012], [0.932, -1.150, 3.882], [1.392, -3.559, 4.175], [1.175, 2.456, 2.687], [0.474, 2.764, 0.867], [1.688, 4.227, 0.417], [-1.049, 3.891, 1.392], [1.232, 3.377, 3.272], [2.171, 2.019, 2.604], [0.537, 1.736, 3.203], [1.776, 4.938, 1.242], [1.312, 4.737, -0.469], [2.668, 3.812, 0.181], [-0.741, 4.729, 2.023], [-1.793, 3.295, 1.926], [-1.503, 4.264, 0.473]],
  "lowdin_charge": [0.7420, -0.0382, -0.6675, -0.1806, -0.1973, -0.0201, -0.0743, -0.0181, -0.1890, 0.1115, -0.6264, -0.0598, -0.0547, 0.1022, 0.0909, 0.1036, -0.1337, -0.3269, -0.6598, -0.0009, -0.1010, -0.1291, -0.0253, -0.0998, -0.1160, -0.0758, 0.0028, -0.1460, -0.0346, -0.0905, -0.1108, -0.0885, -0.0141, 0.0814, 0.1148, 0.0894, 0.0867, 0.1031, 0.1055, 0.1197, 0.0952, 0.0901, 0.0948, 0.1136, 0.4364, -0.9026, -0.0110, -0.1858, -0.1698, -0.1772, 0.0216, 0.0892, 0.1070, 0.0998, 0.1025, 0.1054, 0.1165, 0.1081, 0.0774, 0.0972, -0.3421, -0.0260, -0.1304, 0.0864, -0.1725, -0.0452, 0.0818, 0.0792, 0.1187, 0.0992, 0.0977, 0.0974, -0.3491, 1.0854, -0.3186, -0.3331, 0.0075, 0.0094, -0.0041, 0.0157, 0.0164, 0.0175, 0.0107, 0.0080, 0.0070],
  "total_energy_ha": -5314.32579,
  "spin_multiplicity": 1,
  "homo_ev": -3.21,
  "homo_lumo_gap_ev": 7.06,
  "charge": -2,
  "e_above_lowest_kcal_mol": 3.1
}


{
  "formula": "C4H7NO2",
  "method": "ωB97M-V with the def2-TZVPD basis set",
  "symbols": ["C", "C", "C", "N", "O", "C", "O", "H", "H", "H", "H", "H", "H", "H"],
  "positions_angstrom": [[0.983, -1.292, -0.020], [0.309, 0.015, -0.361], [-0.914, 0.367, 0.452], [-2.152, -0.098, 0.207], [-0.650, 1.096, 1.397], [1.093, 1.215, -0.292], [0.559, 0.466, -1.644], [1.991, -1.283, -0.452], [1.049, -1.398, 1.066], [0.439, -2.143, -0.441], [-2.901, 0.292, 0.759], [-2.365, -0.557, -0.659], [0.628, 2.187, -0.327], [2.074, 1.207, 0.208]],
  "lowdin_charge": [0.0074, -0.5804, -0.4811, 0.1955, 0.0534, 0.0511, 0.0053, 0.0943, 0.0959, 0.0879, 0.1168, 0.1114, 0.1117, 0.1308],
  "total_energy_ha": -361.78519,
  "spin_multiplicity": 1,
  "homo_ev": -9.57,
  "homo_lumo_gap_ev": 10.43,
  "smiles": "C[C@@]1(C(N)=O)CO1",
  "charge": 0,
  "e_above_lowest_kcal_mol": 60.0
}


{
  "formula": "C4H12NO2",
  "method": "ωB97M-V with the def2-TZVPD basis set",
  "symbols": ["C", "C", "C", "C", "O", "N", "H", "H", "H", "H", "H", "H", "H", "H", "H", "H", "H", "H", "O"],
  "positions_angstrom": [[-0.378, 0.810, -1.154], [0.267, -0.573, -1.213], [1.374, -0.658, -0.183], [1.957, 0.660, 0.186], [1.185, 1.561, 0.695], [-1.240, 0.925, 0.069], [0.327, 1.622, -0.996], [-0.951, 0.967, -2.050], [-0.497, -1.316, -0.937], [0.448, -0.704, -2.256], [1.100, -1.159, 0.776], [2.164, -1.232, -0.665], [3.027, 0.694, 0.385], [-0.630, 1.111, 0.884], [-1.646, 0.006, 0.269], [-1.941, 1.662, 0.015], [-2.244, -1.567, 2.371], [-0.797, -1.730, 1.856], [-1.524, -1.079, 1.949]],
  "mulliken_spin": [0.0127, 0.1044, -0.0720, 0.6388, 0.1787, 0.0049, 0.0028, -0.0176, -0.0233, -0.0418, 0.1585, -0.0223, 0.0739, -0.0035, -0.0074, 0.0021, -0.0031, -0.0126, 0.0267],
  "total_energy_ha": -364.71346,
  "spin_multiplicity": 2,
  "homo_ev": [-4.10, -7.54],
  "homo_lumo_gap_ev": [4.39, 7.70],
  "charge": 0,
  "e_above_lowest_kcal_mol": 29.1
}


{
  "formula": "C24H20IN3PtS",
  "method": "ωB97M-V with the def2-TZVPD basis set",
  "symbols": ["Pt", "I", "C", "C", "C", "C", "C", "C", "C", "C", "C", "C", "H", "H", "H", "H", "H", "H", "C", "C", "C", "C", "C", "C", "C", "C", "C", "S", "C", "N", "H", "H", "H", "H", "H", "H", "H", "H", "C", "N", "C", "C", "N", "C", "H", "H", "H", "H", "H", "H"],
  "positions_angstrom": [[0.180, -0.003, -1.269], [2.787, 0.445, -1.435], [2.521, 2.485, -1.422], [3.608, 3.301, -1.538], [3.426, 4.695, -1.453], [2.176, 5.188, -1.228], [1.049, 4.337, -1.098], [-0.219, 4.896, -0.832], [-1.280, 4.058, -0.684], [-1.132, 2.663, -0.824], [0.059, 2.021, -1.120], [1.190, 2.925, -1.220], [4.597, 2.887, -1.684], [4.278, 5.355, -1.548], [2.018, 6.256, -1.135], [-0.320, 5.971, -0.738], [-2.265, 4.455, -0.466], [-2.038, 2.091, -0.682], [2.343, -2.694, -0.720], [0.902, -3.085, -0.818], [0.608, -4.447, -0.559], [-0.668, -4.897, -0.616], [-1.699, -3.994, -0.944], [-3.043, -4.416, -1.030], [-4.010, -3.511, -1.369], [-3.672, -2.175, -1.617], [-2.369, -1.726, -1.537], [-1.989, -0.075, -1.884], [-1.345, -2.649, -1.189], [-0.031, -2.198, -1.114], [2.952, -3.561, -0.478], [2.484, -1.950, 0.064], [2.692, -2.300, -1.675], [1.425, -5.112, -0.317], [-0.908, -5.936, -0.423], [-3.281, -5.452, -0.827], [-5.045, -3.818, -1.443], [-4.447, -1.466, -1.880], [-0.430, 1.226, 4.627], [-0.175, 0.328, 3.518], [0.090, -1.018, 3.588], [0.260, -1.432, 2.300], [0.106, -0.371, 1.442], [-0.151, 0.660, 2.205], [-0.345, 0.666, 5.555], [-1.434, 1.642, 4.561], [0.298, 2.036, 4.639], [0.122, -1.539, 4.530], [0.463, -2.428, 1.939], [-0.337, 1.664, 1.851]],
  "lowdin_charge": [0.5547, 1.2070, -0.6298, -0.1600, -0.0858, -0.0400, -0.1748, -0.0538, -0.0858, -0.1915, -0.3521, -0.2458, 0.0905, 0.1028, 0.1106, 0.1079, 0.1026, 0.0266, -0.1195, -0.3280, -0.0245, -0.0015, -0.1636, -0.0522, -0.0822, -0.1144, -0.5983, 0.6490, -0.2135, -0.0028, 0.0786, 0.0258, 0.0258, 0.1095, 0.1214, 0.1075, 0.1048, 0.1016, -0.0180, -0.1367, -0.0735, -0.1452, 0.0295, -0.1628, 0.0867, 0.0919, 0.0917, 0.1112, 0.0908, 0.1275],
  "total_energy_ha": -1906.06997,
  "spin_multiplicity": 1,
  "homo_ev": -6.68,
  "homo_lumo_gap_ev": 6.72,
  "charge": 0,
  "e_above_lowest_kcal_mol": 0.0
}


{
  "formula": "C2H5NSi",
  "method": "ωB97M-V with the def2-TZVPD basis set",
  "symbols": ["H", "N", "C", "C", "Si", "H", "H", "H", "H"],
  "positions_angstrom": [[-0.835, 2.015, 1.909], [-0.273, 1.102, 1.864], [-0.293, 0.517, 0.797], [0.499, -0.684, 0.501], [-0.209, 0.098, -1.037], [1.511, -0.563, 1.038], [0.097, -1.569, 0.773], [-1.543, -0.647, -1.479], [0.518, 0.661, -2.223]],
  "lowdin_charge": [0.0833, 0.0810, -0.5982, -0.2917, 0.7168, 0.1132, 0.0111, -0.0349, -0.0807],
  "total_energy_ha": -423.33515,
  "spin_multiplicity": 1,
  "homo_ev": -8.61,
  "homo_lumo_gap_ev": 9.20,
  "smiles": "[H]/N=C1/C[SiH2]1",
  "charge": 0,
  "e_above_lowest_kcal_mol": 52.3
}